Entry 1:
Formula: CH4BO6S
Source: the Open Molecules 2025 dataset
Level of theory: the ωB97M-V functional and the def2-TZVPD basis

## Properties
Calculated total energy in eV: -24902.85337
Highest occupied orbital energy in eV: -5.053
SMILES: O=S(=O)([O-])OCB(O)O
Lowest unoccupied orbital energy in eV: 2.775
Gap between HOMO and LUMO in eV: 7.828
2S+1: 1
Charge: -1

Each line ends with the Löwdin charge.
Atoms and positions in Å:
O (0.518, 0.948, 2.550)  -0.360
S (0.167, 1.814, 1.437)  0.375
O (-0.873, 2.777, 1.719)  -0.352
O (1.301, 2.325, 0.694)  -0.350
O (-0.588, 0.815, 0.357)  -0.286
C (-0.126, -0.532, 0.296)  -0.147
B (0.090, -0.984, -1.199)  -0.599
O (1.005, -1.997, -1.488)  0.129
O (-0.566, -0.402, -2.250)  0.172
H (0.800, -0.686, 0.850)  0.110
H (-0.879, -1.174, 0.776)  0.118
H (0.589, -2.824, -1.735)  0.088
H (-1.439, -0.080, -2.009)  0.102


Entry 2:
Formula: C3H3IO
Source: the Open Molecules 2025 dataset
Level of theory: the ωB97M-V functional and the def2-TZVPD basis

## Properties
Calculated total energy in eV: -13301.70713
Highest occupied orbital energy (spin up / spin down) in eV: -7.809 / -7.804
Lowest unoccupied orbital energy (spin up / spin down) in eV: -0.609 / -0.622
Gap between HOMO and LUMO (spin up / spin down) in eV: 7.200 / 7.182
Energy above the lowest of the compared OMol25 structures with the same formula, charge and spin in kJ/mol: 428.71
2S+1: 1

Each line ends with the Löwdin charge.
Atoms and positions in Å:
C (0.331, 0.675, -0.067)  -0.152
C (0.638, -0.744, 0.284)  -0.188
C (-1.040, -0.270, -0.731)  -0.697
O (-0.468, -1.311, -0.012)  -0.107
I (-2.885, 0.380, 0.022)  0.712
H (1.242, 0.985, -0.832)  0.139
H (1.610, -1.179, 0.479)  0.129
H (0.571, 1.464, 0.856)  0.165